(1)
This record from the OMol25 dataset describes a cluster of 6 separate species, C24H38BrN2O16 in total at a distorted geometry. The level of theory is ωB97M-V/def2-TZVPD.

Each line ends with the Löwdin charge.
Cartesian coordinates (Å):
C1 -0.689 -1.743 -1.119  0.001
C2 0.612 -2.526 -0.846  -0.423
C3 0.231 -3.984 -0.547  -0.036
C4 1.380 -1.944 0.375  -0.135
C5 2.866 -1.633 0.129  -0.796
N1 3.763 -2.767 0.235  0.030
Br1 3.385 -0.407 1.619  0.720
C6 3.121 -0.862 -1.171  -0.129
C7 2.235 -1.287 -2.378  -0.437
C8 3.133 -1.597 -3.583  -0.038
C9 1.294 -0.133 -2.761  -0.040
N2 1.493 -2.534 -2.050  -0.108
O1 2.197 -3.597 -2.185  -0.032
H1 -0.897 -1.708 -2.182  0.073
H2 -0.567 -0.705 -0.805  0.032
H3 -1.525 -2.152 -0.559  0.100
H4 1.053 -4.545 -0.109  0.075
H5 -0.092 -4.485 -1.459  0.094
H6 -0.609 -3.982 0.148  0.083
H7 1.340 -2.686 1.176  0.096
H8 0.878 -1.054 0.755  0.082
H9 3.785 -3.104 1.189  0.056
H10 3.445 -3.512 -0.381  0.073
H11 2.959 0.197 -0.979  0.086
H12 4.174 -0.989 -1.418  0.118
H13 3.500 -0.661 -4.005  0.083
H14 2.555 -2.113 -4.350  0.090
H15 3.979 -2.221 -3.310  0.078
H16 1.837 0.595 -3.360  0.097
H17 0.447 -0.504 -3.338  0.086
H18 0.892 0.368 -1.882  0.020
C10 -1.893 2.553 0.665  -0.089
C11 -1.158 1.364 1.252  -0.072
O2 -0.751 0.647 0.072  -0.005
C12 -0.700 1.512 -0.957  -0.524
O3 -0.222 1.266 -2.024  0.088
O4 -1.243 2.697 -0.618  0.062
H19 -1.780 3.469 1.238  0.138
H20 -2.949 2.356 0.503  0.125
H21 -0.260 1.653 1.800  0.142
H22 -1.780 0.733 1.877  0.125
C13 1.675 4.530 -1.164  -0.114
C14 1.885 4.749 -2.649  -0.110
O5 1.621 6.149 -2.785  0.060
C15 1.827 6.746 -1.586  -0.572
O6 1.853 7.919 -1.409  0.168
O7 1.998 5.813 -0.618  0.060
H23 2.328 3.770 -0.741  0.133
H24 0.638 4.293 -0.926  0.115
H25 2.914 4.556 -2.957  0.133
H26 1.205 4.176 -3.273  0.130
C16 -3.517 2.130 6.136  -0.092
C17 -2.174 1.638 5.636  -0.109
O8 -2.462 1.344 4.263  0.047
C18 -3.536 2.061 3.882  -0.566
O9 -3.918 2.128 2.753  0.150
O10 -4.107 2.670 4.938  0.072
H27 -3.450 2.902 6.897  0.132
H28 -4.151 1.317 6.492  0.137
H29 -1.411 2.418 5.672  0.136
H30 -1.816 0.744 6.128  0.103
C19 -3.523 0.275 -5.039  -0.109
C20 -2.235 -0.518 -5.164  -0.109
O11 -2.303 -1.378 -4.022  0.029
C21 -3.602 -1.512 -3.656  -0.569
O12 -3.997 -2.284 -2.847  0.170
O13 -4.375 -0.640 -4.342  0.062
H31 -3.970 0.540 -5.993  0.131
H32 -3.400 1.172 -4.430  0.132
H33 -2.206 -1.133 -6.064  0.134
H34 -1.339 0.095 -5.110  0.127
C22 0.484 -3.565 4.323  -0.101
C23 1.363 -2.387 4.697  -0.109
O14 0.396 -1.360 4.938  0.062
C24 -0.778 -1.945 5.251  -0.562
O15 -1.732 -1.354 5.645  0.152
O16 -0.728 -3.274 5.032  0.073
H35 0.876 -4.526 4.644  0.135
H36 0.262 -3.598 3.254  0.122
H37 1.920 -2.568 5.618  0.135
H38 2.047 -2.069 3.917  0.090

Output
- charge = 0
- orbital gap (spin up / spin down) (eV) = 8.5 / 9.6
- LUMO (spin up / spin down) (eV) = 0.21 / 0.21
- largest force on an atom (eV/Å) = 5.3
- spin multiplicity = 2

---

(2)
This record from the OMol25 dataset describes a structure of composition C49H44BrN9O4P2TeTl at a distorted geometry. The level of theory is ωB97M-V/def2-TZVPD.

Each line ends with the Löwdin charge.
Cartesian coordinates (Å):
Tl1 -1.598 0.029 -0.500  0.932
N1 -2.425 3.992 2.173  0.038
C1 -1.518 3.354 1.429  -0.144
N2 -2.121 2.479 0.651  0.095
C2 -3.437 2.619 0.973  -0.299
N3 -3.620 3.565 1.870  0.123
C3 -4.549 1.776 0.538  -0.191
C4 -5.783 1.907 1.108  -0.060
N4 -6.781 1.081 0.818  0.106
C5 -6.523 0.121 -0.011  -0.104
C6 -5.261 -0.038 -0.603  -0.125
N5 -4.272 0.752 -0.302  0.101
H1 -2.313 4.698 2.877  0.165
H2 -0.486 3.670 1.393  0.131
H3 -6.012 2.735 1.761  0.118
H4 -7.286 -0.669 -0.244  0.133
H5 -5.142 -0.883 -1.292  0.108
Te1 2.978 2.754 -0.084  1.369
C7 4.805 2.415 -0.974  -0.599
C8 5.665 1.510 -0.398  -0.140
C9 6.913 1.365 -0.987  -0.156
N6 7.343 2.043 -2.042  0.074
C10 6.444 2.866 -2.629  -0.136
C11 5.163 3.112 -2.134  -0.129
C12 2.458 0.732 0.085  -0.881
P1 1.506 0.360 1.642  0.979
C13 2.567 0.937 2.921  -0.467
C14 1.960 1.654 3.938  -0.102
C15 2.732 2.232 4.946  -0.058
C16 4.111 2.025 4.968  -0.055
C17 4.649 1.182 4.020  -0.079
C18 3.919 0.667 2.997  -0.116
C19 1.465 -1.489 1.909  -0.337
C20 2.530 -2.396 1.774  -0.104
C21 2.366 -3.678 2.234  -0.063
C22 1.107 -4.088 2.731  -0.057
C23 0.045 -3.230 2.807  -0.051
C24 0.233 -1.900 2.430  -0.088
P2 2.409 -0.144 -1.362  1.071
C25 2.987 0.531 -2.936  -0.338
C26 2.061 1.373 -3.590  -0.088
C27 2.408 1.880 -4.818  -0.042
C28 3.661 1.593 -5.407  -0.040
C29 4.545 0.785 -4.764  -0.096
C30 4.232 0.261 -3.554  -0.087
C31 2.410 -1.953 -1.380  -0.349
C32 3.642 -2.559 -1.488  -0.089
C33 3.630 -3.957 -1.584  -0.055
C34 2.471 -4.708 -1.502  -0.035
C35 1.272 -4.023 -1.267  -0.060
C36 1.204 -2.672 -1.299  -0.087
H6 5.372 0.923 0.472  0.077
H7 7.720 0.709 -0.508  0.135
H8 6.694 3.446 -3.557  0.127
H9 4.424 3.774 -2.622  0.111
H10 0.866 1.813 3.920  0.108
H11 2.226 2.806 5.723  0.111
H12 4.728 2.489 5.697  0.102
H13 5.736 0.987 4.017  0.125
H14 4.408 0.195 2.175  0.079
H15 3.501 -2.112 1.371  0.105
H16 3.178 -4.351 2.186  0.097
H17 1.006 -5.091 3.150  0.114
H18 -0.897 -3.540 3.219  0.100
H19 -0.604 -1.221 2.462  0.069
H20 1.113 1.565 -3.099  0.080
H21 1.679 2.505 -5.324  0.115
H22 3.912 1.983 -6.347  0.099
H23 5.509 0.594 -5.158  0.111
H24 4.957 -0.415 -3.023  0.122
H25 4.598 -2.131 -1.518  0.090
H26 4.522 -4.536 -1.764  0.111
H27 2.548 -5.740 -1.569  0.093
H28 0.348 -4.602 -1.169  0.119
H29 0.273 -2.158 -1.196  0.042
Br1 -4.162 -6.294 3.364  0.754
C37 -3.880 -4.466 3.692  -0.696
C38 -3.945 -4.004 5.019  -0.109
C39 -3.798 -2.602 5.160  -0.069
C40 -3.632 -1.763 4.069  -0.037
C41 -3.549 -2.262 2.797  -0.153
C42 -3.720 -3.609 2.604  -0.086
C43 -3.189 -1.426 1.609  -0.650
O1 -3.413 -1.939 0.472  -0.118
O2 -2.560 -0.388 1.808  -0.132
H30 -4.109 -4.644 5.903  0.111
H31 -3.744 -2.179 6.220  0.130
H32 -3.459 -0.723 4.248  0.111
H33 -3.723 -4.088 1.651  0.099
C44 -1.904 5.151 -1.841  0.006
N7 -2.488 3.866 -2.273  -0.042
C45 -3.800 3.702 -2.658  -0.028
C46 -4.260 2.500 -3.070  -0.021
C47 -3.357 1.417 -3.071  -0.422
N8 -2.084 1.564 -2.770  0.095
C48 -1.609 2.772 -2.301  -0.533
O3 -0.420 2.972 -1.947  -0.059
N9 -3.807 0.154 -3.334  0.178
H34 -2.724 5.879 -1.793  0.096
H35 -1.121 5.396 -2.521  0.088
H36 -1.574 5.016 -0.787  0.087
H37 -4.468 4.579 -2.625  0.143
H38 -5.332 2.297 -3.226  0.128
H39 -4.800 0.072 -3.439  0.100
H40 -3.295 -0.675 -3.051  0.066
C49 -3.047 -3.756 -2.435  -0.126
O4 -3.285 -2.399 -2.098  -0.212
H41 -2.031 -4.095 -2.423  0.058
H42 -3.462 -3.893 -3.422  0.081
H43 -3.615 -4.425 -1.798  0.084
H44 -3.219 -2.264 -1.110  0.004

Output
- charge = +1
- orbital gap (eV) = 6.7
- LUMO (eV) = -3.75
- largest force on an atom (eV/Å) = 3.3
- spin multiplicity = 1

---

(3)
This record from the OMol25 dataset describes the molecule C4H6Cl2 at a distorted geometry. The level of theory is ωB97M-V/def2-TZVPD.

Each line ends with the Löwdin charge.
Cartesian coordinates (Å):
Cl1 -2.687 -2.039 -0.446  0.578
C1 -1.582 -0.773 0.032  -0.580
C2 -0.261 -0.999 0.150  -0.211
C3 0.972 -0.127 0.338  -0.233
C4 0.740 1.330 -0.164  -0.641
Cl2 0.334 1.453 -1.849  0.588
H1 -2.064 0.214 0.077  0.066
H2 -0.123 -2.065 0.148  0.079
H3 1.841 -0.623 -0.110  0.112
H4 1.200 -0.111 1.386  0.100
H5 1.663 1.883 0.006  0.063
H6 -0.033 1.857 0.431  0.080

Output
- charge = 0
- orbital gap (eV) = 10.3
- LUMO (eV) = 0.89
- largest force on an atom (eV/Å) = 2.0
- SMILES string = Cl/C=C/CCCl
- spin multiplicity = 1

---

(4)
This record from the OMol25 dataset describes a structure of composition C19H14BrClF3N2O2RuS at a distorted geometry. The level of theory is ωB97M-V/def2-TZVPD.

Each line ends with the Löwdin charge.
Cartesian coordinates (Å):
Ru1 -1.201 -0.153 -0.589  1.500
Cl1 -2.273 2.300 -1.192  0.644
C1 -3.072 0.939 -0.475  -0.604
H1 -3.819 0.534 -1.158  0.031
H2 -3.476 1.185 0.508  0.027
Br1 -1.407 -1.894 -8.152  0.764
C2 -2.154 -2.280 -6.448  -0.654
C3 -3.137 -3.262 -6.346  -0.097
C4 -3.681 -3.552 -5.106  -0.048
C5 -3.237 -2.879 -3.981  -0.004
C6 -2.249 -1.901 -4.098  -0.136
C7 -1.705 -1.582 -5.337  -0.049
C8 -1.795 -1.214 -2.869  -0.597
O1 -2.270 -1.585 -1.754  -0.094
O2 -0.973 -0.268 -2.901  -0.026
H3 -3.470 -3.795 -7.223  0.109
H4 -4.448 -4.304 -5.016  0.115
H5 -3.630 -3.098 -3.001  0.119
H6 -0.948 -0.817 -5.422  0.118
S1 1.803 3.471 3.969  1.026
C9 1.007 2.380 2.812  -0.472
C10 0.166 1.351 3.223  -0.026
C11 -0.506 0.617 2.263  -0.073
N1 -0.340 0.846 0.959  -0.151
C12 0.523 1.787 0.554  -0.126
C13 1.198 2.590 1.449  -0.025
C14 3.123 2.371 4.507  -0.500
C15 4.401 2.721 4.103  -0.077
C16 5.452 1.918 4.532  -0.125
N2 5.256 0.865 5.288  0.072
C17 4.045 0.515 5.654  -0.124
C18 2.921 1.246 5.286  -0.068
H7 0.007 1.144 4.268  0.117
H8 -1.205 -0.174 2.532  0.137
H9 0.674 1.879 -0.526  0.125
H10 1.875 3.354 1.102  0.124
H11 4.577 3.586 3.485  0.103
H12 6.470 2.143 4.249  0.115
H13 3.958 -0.369 6.268  0.114
H14 1.945 0.939 5.621  0.098
F1 -0.343 -2.424 0.608  0.076
C19 0.157 -1.608 -0.352  -0.661
F2 0.428 -2.354 -1.423  0.125
F3 1.350 -1.168 0.131  0.076

Output
- charge = +1
- orbital gap (spin up / spin down) (eV) = 7.6 / 5.1
- LUMO (spin up / spin down) (eV) = -3.95 / -6.42
- largest force on an atom (eV/Å) = 2.6
- spin multiplicity = 5